C20H23ClN2O in the gas phase, computed with the ωB97M-V functional and the def2-TZVPD basis.

spin multiplicity: 1
Kohn-Sham gap: 0.3261 Ha
molecular weight: 342.9 g mol⁻¹
E: -38664.5166 eV
SMILES: O=C(Cc1ccc(Cl)cc1)Nc1ccc(CN2CCCCC2)cc1
LUMO: 0.5 eV
energy relative to the best compared isomer or geometry (same formula, charge and spin): 0.00 kJ/mol

```
47
Properties=species:S:1:pos:R:3:mulliken_charge:R:1
O 1.374 -1.628 2.148 -0.6354
C 1.330 -2.351 1.182 0.6036
N 0.574 -2.123 0.073 -0.1410
C -0.287 -1.050 -0.200 0.9470
C -0.567 -0.045 0.719 -0.6324
C -1.433 0.977 0.376 -0.5338
C -2.038 1.030 -0.874 0.8825
C -1.754 0.017 -1.783 -0.5977
C -0.893 -1.011 -1.454 -0.7711
H -0.688 -1.793 -2.173 0.3125
H -2.220 0.025 -2.758 0.3704
C -2.925 2.189 -1.260 -2.0097
N -2.224 3.318 -1.854 0.1794
C -1.584 3.010 -3.118 -0.4723
C -1.147 4.303 -3.801 -0.8599
C -0.182 5.067 -2.901 -0.7107
C -0.850 5.303 -1.551 -0.8615
C -1.297 3.973 -0.951 -0.4782
H -1.811 4.152 -0.003 0.3462
H -0.408 3.347 -0.749 0.3120
H -1.727 5.939 -1.688 0.3459
H -0.164 5.801 -0.864 0.3729
H 0.096 6.017 -3.360 0.3140
H 0.729 4.480 -2.760 0.3302
H -2.029 4.917 -3.989 0.3460
H -0.677 4.070 -4.759 0.3726
H -2.307 2.488 -3.750 0.3439
H -0.704 2.354 -2.985 0.3034
H -3.448 2.564 -0.376 0.5138
H -3.672 1.856 -1.987 0.5167
H -1.648 1.745 1.104 0.3587
H -0.109 -0.069 1.693 0.5080
H 0.645 -2.790 -0.683 0.1969
C 2.168 -3.632 1.066 -0.8688
C 2.318 -4.284 2.410 0.4531
C 3.109 -3.692 3.388 -0.2292
C 3.227 -4.262 4.641 -0.6835
C 2.551 -5.439 4.918 0.3497
C 1.755 -6.043 3.959 -0.7095
C 1.640 -5.457 2.711 -0.3494
H 1.014 -5.925 1.965 0.3135
H 1.231 -6.957 4.187 0.4048
Cl 2.703 -6.167 6.480 -0.2218
H 3.839 -3.799 5.399 0.4055
H 3.626 -2.771 3.169 0.3653
H 1.716 -4.324 0.355 0.4197
H 3.149 -3.330 0.688 0.2780
```

A gas-phase ion, C6H8N (charge +1) in a non-equilibrium geometry, computed with the ωB97M-V functional and the def2-TZVPD basis.

spin multiplicity: 1
Kohn-Sham gap: 0.3482 Ha
molecular weight: 94.1 g mol⁻¹
E: -7829.2366 eV
SMILES: C[N+]#CC1=C(C)C1
net charge: +1
LUMO: -4.9 eV
energy relative to the best compared isomer or geometry (same formula, charge and spin): 622.50 kJ/mol

```
15
Properties=species:S:1:pos:R:3:mulliken_charge:R:1
C 0.532 0.627 1.296 -0.3176
C 0.485 -0.681 1.056 0.4344
C 0.151 1.187 0.155 0.6060
C 1.228 1.914 0.982 -0.4118
C -0.893 1.257 -0.822 -1.0853
C -0.294 -2.653 -0.297 -0.7421
N 0.182 -1.368 0.152 -0.0477
H 0.814 2.622 1.700 0.2569
H 2.268 1.945 0.598 0.2666
H -1.308 2.257 -0.763 0.3353
H -1.558 0.462 -0.960 0.3601
H -0.315 1.230 -1.746 0.3653
H 0.226 -3.524 0.059 0.3610
H -0.182 -2.657 -1.380 0.2837
H -1.336 -2.617 -0.030 0.3350
```

A molecular structure, C24H44BN3OP2V in a non-equilibrium geometry, computed with the ωB97M-V functional and the def2-TZVPD basis.

spin multiplicity: 1
Kohn-Sham gap (alpha / beta): 0.1988 / 0.1982 Ha
molecular weight: 514.3 g mol⁻¹
E: -77032.6637 eV
net charge: +3
LUMO (alpha / beta): -12.2 / -12.3 eV

```
76
Properties=species:S:1:pos:R:3:mulliken_charge:R:1
V 0.597 -0.885 0.085 -0.6440
C 3.993 0.506 -3.370 -1.8102
C 3.328 -0.532 -2.468 2.2650
C 2.160 -1.206 -3.189 -2.0997
C 4.324 -1.607 -2.045 -1.8717
P 2.534 0.253 -0.914 0.2457
C 1.854 1.886 -1.558 -1.1459
N 0.521 1.541 -1.974 0.1694
B -0.327 0.742 -1.146 0.3882
N -1.476 0.400 -1.905 0.2149
C -2.467 -0.530 -1.417 -0.9427
P -1.465 -1.971 -0.722 0.6940
C -1.730 -3.322 -2.058 2.0337
C -3.219 -3.477 -2.369 -1.5511
C -0.980 -2.833 -3.297 -1.7637
C -1.126 -4.636 -1.574 -1.8602
C -1.992 -2.454 1.061 1.5069
C -2.106 -1.197 1.930 -1.4921
C -0.832 -3.302 1.598 -1.3658
C -3.301 -3.234 1.084 -1.8767
C -1.345 0.982 -3.147 0.7088
C -2.142 0.915 -4.281 -0.6484
C -1.720 1.586 -5.414 -0.7843
C -0.520 2.324 -5.431 -0.7695
C 0.304 2.389 -4.328 -0.8770
C -0.100 1.710 -3.178 0.6162
C 3.649 0.614 0.597 1.5279
C 2.812 1.351 1.642 -1.4406
C 4.059 -0.744 1.171 -1.3560
C 4.836 1.446 0.136 -1.5779
H 4.645 -0.018 -4.066 0.5247
H 4.616 1.208 -2.821 0.3178
H 3.271 1.049 -3.974 0.4360
H 2.520 -1.676 -4.103 0.7327
H 1.377 -0.502 -3.474 0.2751
H 1.741 -1.987 -2.544 0.1052
H 4.613 -2.182 -2.923 0.5234
H 3.888 -2.304 -1.328 0.3911
H 5.235 -1.181 -1.636 0.4008
H 2.453 2.302 -2.370 0.6333
H 1.811 2.614 -0.738 0.2058
H -3.149 -0.846 -2.209 0.3669
H -3.054 -0.055 -0.620 0.3009
H -3.599 -2.677 -3.000 0.4194
H -3.843 -3.558 -1.484 0.3038
H -3.342 -4.401 -2.934 0.5182
H -1.187 -1.790 -3.534 0.3052
H -1.286 -3.431 -4.152 0.6654
H 0.091 -2.974 -3.174 0.3783
H -1.734 -5.115 -0.811 0.3283
H -0.105 -4.504 -1.206 0.4144
H -1.075 -5.327 -2.414 0.5434
H -1.119 -0.811 2.220 0.3316
H -2.616 -1.462 2.858 0.5720
H -2.693 -0.396 1.484 0.3034
H 0.138 -2.755 1.529 0.3055
H -0.730 -4.256 1.083 0.3365
H -1.007 -3.519 2.652 0.4924
H -4.128 -2.640 0.699 0.4423
H -3.539 -3.483 2.120 0.5500
H -3.235 -4.177 0.546 0.3613
H -3.069 0.365 -4.295 0.5631
H -2.319 1.540 -6.314 0.4678
H -0.237 2.839 -6.335 0.4805
H 1.223 2.956 -4.362 0.5695
H 1.957 0.745 1.975 0.2655
H 2.465 2.331 1.314 0.3634
H 3.432 1.527 2.522 0.6008
H 3.180 -1.399 1.313 0.2912
H 4.521 -0.602 2.147 0.5038
H 4.787 -1.258 0.551 0.3402
H 4.522 2.401 -0.282 0.3713
H 5.450 0.916 -0.590 0.3195
H 5.470 1.665 0.997 0.5111
O -0.502 1.430 1.144 -0.5204
N -0.152 0.605 0.333 0.5943
```